Entry 1
Formula: C6H14O
Source: OMol25
Level of theory: the ωB97M-V functional and the def2-TZVPD basis

As for the molar mass: 102.2 g/mol. Its SMILES is C=C(CC)CC.O.

ORCA input file:
```
! wB97M-V def2-TZVPD RIJCOSX def2/J DEFGRID3
* xyz 0 1
C 0.1955 0.7159 -1.4531
C 0.0525 0.6409 -0.0786
C -1.2330 0.6147 0.5923
C -2.5105 0.5108 -0.3569
C 1.2434 0.5797 0.8671
C 2.6140 0.4436 0.2532
H -0.5302 1.0830 -2.1941
H 1.2035 0.6920 -1.9845
H -1.3482 -0.2149 1.3908
H -1.3119 1.5612 1.2648
H -2.5077 1.3472 -1.1002
H -2.3734 -0.4088 -0.9848
H -3.3812 0.5451 0.2981
H 1.2856 1.5660 1.3561
H 1.1794 -0.2711 1.5625
H 2.7444 1.1464 -0.5595
H 3.4482 0.6362 0.9736
H 2.6714 -0.5531 -0.3125
O -0.3241 -2.8652 0.2368
H -0.4735 -3.3236 -0.5996
H -0.1843 -1.9176 0.0515
*
```

Electronic structure analysis, Mulliken charges in units of e: -0.86 -0.03 -0.04 -1.19 0.04 -1.39 0.23 0.21 0.29 0.30 0.27 0.28 0.38 0.30 0.25 0.33 0.34 0.29 -0.67 0.30 0.36

---

Entry 2
Formula: C6H14O
Source: OMol25
Level of theory: the ωB97M-V functional and the def2-TZVPD basis

As for the molar mass: 102.2 g/mol. Its SMILES is CCCCCOC.

ORCA input file:
```
! wB97M-V def2-TZVPD RIJCOSX def2/J DEFGRID3
* xyz 0 1
C 0.4395 3.3436 -0.0403
C 1.0340 2.0841 0.5828
C -0.0278 0.9778 0.4924
C 0.3909 -0.4900 0.3808
C -0.8154 -1.2435 -0.1498
O -0.4969 -2.5944 -0.3362
C -1.5767 -3.3065 -0.8728
H 1.0827 4.2226 0.0569
H -0.5305 3.5746 0.4178
H 0.2457 3.1658 -1.1055
H 1.9401 1.7900 0.0368
H 1.3510 2.2768 1.6182
H -0.7328 1.0854 1.3277
H -0.6172 1.1713 -0.4149
H 0.7069 -0.9446 1.3287
H 1.2168 -0.6185 -0.3304
H -1.6671 -1.1333 0.5484
H -1.1403 -0.7873 -1.1045
H -2.4489 -3.2722 -0.2001
H -1.2533 -4.3421 -0.9971
H -1.8817 -2.8971 -1.8502
*
```

Electronic structure analysis, Mulliken charges in units of e: -1.27 -0.26 -0.72 -0.39 -0.60 -0.31 -0.72 0.38 0.29 0.33 0.31 0.29 0.28 0.34 0.25 0.27 0.34 0.34 0.29 0.25 0.30

---

On energetic grounds, entry 2 is preferred over the next structure by 16.7 kcal/mol.

---

Entry 1
Formula: C6H14O
Source: OMol25
Level of theory: the ωB97M-V functional and the def2-TZVPD basis

As for the molar mass: 102.2 g/mol. Its SMILES is CCCCCOC.

ORCA input file:
```
! wB97M-V def2-TZVPD RIJCOSX def2/J DEFGRID3
* xyz 0 1
C -3.1654 0.1976 -0.6226
C -2.1725 0.0577 0.5052
C -0.9832 -0.6446 -0.0830
C 0.2730 -0.5511 0.8194
C 1.3780 -0.0059 -0.0439
O 2.5519 0.1070 0.7092
C 3.6136 0.6181 -0.0462
H -3.6325 -0.7500 -0.9026
H -2.3601 0.3680 -1.5329
H -3.9744 0.9276 -0.4043
H -1.9325 1.0398 0.9427
H -2.3665 -0.6605 1.3101
H -1.2687 -1.6910 -0.2562
H -0.9875 -0.1914 -1.2619
H 0.5963 -1.5071 1.2601
H 0.1334 0.1268 1.6799
H 1.5168 -0.6794 -0.9075
H 1.0590 0.9733 -0.4443
H 3.8487 -0.0311 -0.9049
H 4.4832 0.6692 0.6116
H 3.3894 1.6271 -0.4278
*
```

Electronic structure analysis, Mulliken charges in units of e: -0.99 -0.35 -0.51 -0.57 -0.58 -0.32 -0.72 0.29 0.26 0.33 0.32 0.28 0.26 0.19 0.30 0.29 0.35 0.33 0.30 0.25 0.30

---

Entry 2
Formula: C6H14O
Source: OMol25
Level of theory: the ωB97M-V functional and the def2-TZVPD basis

As for the molar mass: 102.2 g/mol. Its SMILES is C=C(CC)CC.O.

ORCA input file:
```
! wB97M-V def2-TZVPD RIJCOSX def2/J DEFGRID3
* xyz 0 1
C -1.2666 1.0578 0.9935
C -0.6892 0.5146 -0.0680
C -0.9355 -0.9097 -0.4671
C -1.4509 -1.8442 0.6386
C 0.2229 1.3066 -0.9682
C -0.0627 2.7927 -1.1088
H -1.9367 0.5118 1.6413
H -1.1026 2.0791 1.2981
H 0.0046 -1.2799 -0.8674
H -1.6122 -1.0205 -1.3227
H -1.3855 -2.8761 0.3214
H -2.4978 -1.6074 0.8334
H -0.8924 -1.6941 1.5511
H 0.2343 0.8221 -1.9519
H 1.2440 1.1133 -0.6392
H 0.0734 3.1538 -2.1178
H 0.5843 3.4243 -0.4929
H -1.0704 3.0440 -0.7866
O 4.1060 -3.1533 0.9090
H 4.5706 -2.3155 0.7606
H 3.8622 -3.1193 1.8435
*
```

Electronic structure analysis, Mulliken charges in units of e: -1.09 0.48 -0.22 -1.49 -0.39 -1.31 0.27 0.32 0.36 0.28 0.38 0.32 0.40 0.31 0.33 0.34 0.30 0.40 -0.64 0.32 0.32

---

Entry 3
Formula: C6H14O
Source: OMol25
Level of theory: the ωB97M-V functional and the def2-TZVPD basis

As for the molar mass: 102.2 g/mol. Its SMILES is CC[C@@H](C)CCO.

ORCA input file:
```
! wB97M-V def2-TZVPD RIJCOSX def2/J DEFGRID3
* xyz 0 1
C 1.4690 -1.8094 0.8165
C 0.4020 -1.0948 -0.0180
C 0.2418 0.3908 0.3788
C 1.5734 1.1266 0.3987
C -0.6960 1.0870 -0.6223
C -2.2037 0.7894 -0.4369
O -2.3902 -0.5765 -0.7576
H 1.4072 -2.8869 0.6532
H 1.3869 -1.5570 1.8730
H 2.5175 -1.6412 0.5577
H 0.6768 -1.1640 -1.0754
H -0.5100 -1.6617 0.1267
H -0.2982 0.3156 1.3295
H 1.8269 1.3652 -0.6379
H 2.3972 0.6105 0.8781
H 1.4242 2.0979 0.8783
H -0.5163 0.6756 -1.6201
H -0.5396 2.1664 -0.6594
H -2.5498 0.9819 0.5810
H -2.7834 1.4883 -1.0474
H -2.8359 -0.7037 -1.5965
*
```

Electronic structure analysis, Mulliken charges in units of e: -1.39 -0.51 0.56 -1.54 -0.66 -0.64 -0.49 0.39 0.35 0.33 0.27 0.33 0.27 0.32 0.43 0.36 0.25 0.43 0.30 0.35 0.29

---

On energetic grounds, entry 3 is preferred over the next structure by 5.8 kcal/mol.

---

Entry 1
Formula: C6H14O
Source: OMol25
Level of theory: the ωB97M-V functional and the def2-TZVPD basis

As for the molar mass: 102.2 g/mol. Its SMILES is C=CCCCOC.[H][H].

ORCA input file:
```
! wB97M-V def2-TZVPD RIJCOSX def2/J DEFGRID3
* xyz 0 1
C -3.3326 0.2551 -0.5561
C -2.1786 0.3341 0.1040
C -1.2296 -0.8214 0.2636
C 0.2091 -0.5331 0.7150
C 1.2361 0.0017 -0.2820
O 2.4443 0.1144 0.4442
C 3.5287 0.5966 -0.3053
H -3.6016 -0.6440 -1.1114
H -4.0562 1.0633 -0.5608
H -1.9326 1.2271 0.6775
H -1.7178 -1.3580 1.0875
H -1.2651 -1.5047 -0.5955
H 0.6306 -1.4618 1.1178
H 0.1766 0.1740 1.5521
H 1.3714 -0.6842 -1.1371
H 0.9408 0.9823 -0.6924
H 3.7733 -0.0622 -1.1541
H 4.3939 0.6338 0.3642
H 3.3438 1.6102 -0.6956
H -1.6733 0.2077 -2.2082
H -1.0351 -0.1171 -2.4207
*
```

Electronic structure analysis, Mulliken charges in units of e: -0.89 -0.18 -0.54 -0.52 -0.43 -0.30 -0.72 0.30 0.26 0.26 0.30 0.42 0.28 0.27 0.33 0.33 0.29 0.25 0.29 -0.06 0.08

---

Entry 2
Formula: C6H14O
Source: OMol25
Level of theory: the ωB97M-V functional and the def2-TZVPD basis

As for the molar mass: 102.2 g/mol. Its SMILES is C=CCCOC.C.

ORCA input file:
```
! wB97M-V def2-TZVPD RIJCOSX def2/J DEFGRID3
* xyz 0 1
C -1.9954 -1.1952 1.0727
C -0.8060 -1.5168 0.5713
C 0.4879 -0.8601 0.9558
C 1.1342 -0.0933 -0.1940
O 2.3718 0.3958 0.2611
C 3.0392 1.1638 -0.7033
H -2.1064 -0.4076 1.8164
H -2.9118 -1.6632 0.7216
H -0.7490 -2.2818 -0.2056
H 1.2091 -1.6143 1.2956
H 0.3245 -0.1682 1.7896
H 1.2821 -0.7477 -1.0720
H 0.4842 0.7383 -0.5186
H 3.2526 0.5817 -1.6141
H 3.9848 1.4901 -0.2634
H 2.4536 2.0514 -0.9913
C -2.3700 0.8674 -1.6451
H -3.4618 0.8738 -1.6604
H -1.9825 0.6070 -2.6341
H -1.9954 1.8480 -1.3418
H -2.0414 0.1248 -0.9165
*
```

Electronic structure analysis, Mulliken charges in units of e: -0.87 -0.11 -0.45 -0.33 -0.33 -0.71 0.26 0.32 0.29 0.27 0.25 0.32 0.20 0.29 0.25 0.29 -0.74 0.33 0.27 0.25 -0.05

---

Entry 3
Formula: C6H14O
Source: OMol25
Level of theory: the ωB97M-V functional and the def2-TZVPD basis

As for the molar mass: 102.2 g/mol.

ORCA input file:
```
! wB97M-V def2-TZVPD RIJCOSX def2/J DEFGRID3
* xyz 0 1
C 2.5954 -1.5949 -0.4081
C 0.8863 -1.8792 -1.1166
C -0.1780 -1.2736 -0.2185
C -0.7961 0.0979 -0.4824
C -0.9894 0.8788 0.8232
C -1.5992 2.2522 0.6080
O -1.7191 2.8860 1.8691
H 3.2189 -2.1242 -1.1236
H 2.8129 -2.0137 0.6051
H 2.9320 -0.5337 -0.3697
H 0.9939 -1.3764 -2.0659
H 0.8563 -2.9590 -1.1421
H -0.7673 -1.9474 0.4195
H 0.9377 -1.2098 0.1378
H -1.7634 0.0818 -1.0191
H -0.1135 0.6594 -1.1352
H -1.6359 0.3157 1.5096
H -0.0232 0.9956 1.3290
H -0.9589 2.8400 -0.0715
H -2.5835 2.1474 0.1214
H -2.1059 3.7572 1.7302
*
```

Electronic structure analysis, Mulliken charges in units of e: -1.26 -0.64 -0.39 -0.67 -0.48 -0.50 -0.50 0.42 0.34 0.33 0.34 0.36 0.38 0.13 0.37 0.30 0.29 0.28 0.31 0.31 0.30

---

On energetic grounds, entry 2 is preferred over the next structure by 23.4 kcal/mol.

---

Entry 1
Formula: C6H14O
Source: OMol25
Level of theory: the ωB97M-V functional and the def2-TZVPD basis

As for the molar mass: 102.2 g/mol. Its SMILES is CC(C)CCCO.

ORCA input file:
```
! wB97M-V def2-TZVPD RIJCOSX def2/J DEFGRID3
* xyz 0 1
C -2.4352 0.4387 0.5471
C -1.1660 0.0727 -0.1406
C -1.1029 -0.1189 -1.6214
C -0.0653 1.0312 0.2893
C 1.4376 0.7686 -0.2365
C 1.7922 -0.7397 -0.0691
O 1.7089 -1.3202 1.2029
H -2.5626 -0.0759 1.5015
H -3.2300 -0.0567 0.0506
H -2.4861 1.5119 0.8885
H -0.9626 -1.0104 0.3139
H -0.4806 -1.0098 -1.9008
H -0.7900 0.7145 -2.3260
H -2.1585 -0.3732 -1.8013
H -0.1169 0.9827 1.4644
H -0.3632 1.9077 -0.1079
H 1.4844 0.9860 -1.2692
H 2.1266 1.3415 0.3765
H 0.9766 -1.3183 -0.7535
H 2.7115 -1.0469 -0.5955
H 1.4179 -0.7074 1.9225
*
```

Electronic structure analysis, Mulliken charges in units of e: -1.49 1.07 -1.28 -1.20 -0.76 -0.28 -0.54 0.38 0.38 0.31 0.15 0.35 0.26 0.32 0.23 0.65 0.37 0.36 0.02 0.35 0.35

---

Entry 2
Formula: C6H14O
Source: OMol25
Level of theory: the ωB97M-V functional and the def2-TZVPD basis

As for the molar mass: 102.2 g/mol. Its SMILES is CC(C)CC=O.C.

ORCA input file:
```
! wB97M-V def2-TZVPD RIJCOSX def2/J DEFGRID3
* xyz 0 1
C -0.2534 0.3507 -2.1263
C 0.8377 0.2478 -1.0652
C 1.9521 -0.7046 -1.4975
C 0.2703 -0.1949 0.2919
C -0.6728 0.8718 0.8122
O -0.2527 1.9276 1.3089
H 0.1835 0.6279 -3.0878
H -1.0160 1.0976 -1.8791
H -0.7589 -0.6114 -2.2569
H 1.2712 1.2409 -0.9189
H 2.3910 -0.3867 -2.4473
H 1.5623 -1.7182 -1.6352
H 2.7599 -0.7539 -0.7593
H 1.1004 -0.3085 0.9915
H -0.2301 -1.1618 0.1743
H -1.7045 0.8058 0.3881
C -1.4834 -0.3154 2.6907
H -0.6282 -0.8415 3.0954
H -2.0758 -0.9718 2.0270
H -2.1960 -0.0412 3.4434
H -1.0338 0.8155 2.4747
*
```

Electronic structure analysis, Mulliken charges in units of e: -1.42 0.68 -1.54 -0.73 -0.07 -0.63 0.41 0.36 0.31 0.24 0.41 0.33 0.37 0.42 0.41 0.39 -1.19 0.28 0.29 0.41 0.27

---

On energetic grounds, entry 1 is preferred over the next structure by 1.7 kcal/mol.

---

Entry 1
Formula: C6H14O
Source: OMol25
Level of theory: the ωB97M-V functional and the def2-TZVPD basis

As for the molar mass: 102.2 g/mol. Its SMILES is COCC(C)(C)C.

ORCA input file:
```
! wB97M-V def2-TZVPD RIJCOSX def2/J DEFGRID3
* xyz 0 1
C 0.0268 1.5458 2.4049
O -0.2584 1.3163 1.0502
C -0.5311 -0.0370 0.7579
C -0.0252 -0.3858 -0.6442
C -0.3558 -1.8558 -0.9170
C -0.7047 0.5069 -1.6873
C 1.4912 -0.1723 -0.6832
H 0.9479 1.0251 2.7116
H -0.7935 1.2169 3.0607
H 0.1694 2.6219 2.5324
H -1.6157 -0.2269 0.8347
H -0.0287 -0.6932 1.4886
H 0.1237 -2.5157 -0.1830
H -0.0035 -2.1512 -1.9121
H -1.4375 -2.0348 -0.8785
H -0.5337 1.5645 -1.4635
H -1.7881 0.3344 -1.7099
H -0.3103 0.2973 -2.6893
H 1.7347 0.8736 -0.4728
H 1.8987 -0.4330 -1.6667
H 1.9940 -0.7970 0.0665
*
```

Electronic structure analysis, Mulliken charges in units of e: -0.76 -0.31 -1.08 2.12 -1.79 -1.73 -1.72 0.32 0.30 0.24 0.40 0.49 0.40 0.40 0.40 0.36 0.37 0.43 0.35 0.42 0.38

---

Entry 2
Formula: C6H14O
Source: OMol25
Level of theory: the ωB97M-V functional and the def2-TZVPD basis

As for the molar mass: 102.2 g/mol.

ORCA input file:
```
! wB97M-V def2-TZVPD RIJCOSX def2/J DEFGRID3
* xyz 0 1
C -1.4579 -0.8151 -1.0009
C -1.1101 -0.2915 0.3965
C -2.2846 0.5073 0.9684
C 0.1474 0.5936 0.4143
C 1.4977 -0.0714 0.3464
C 2.6426 0.6135 0.2350
O 1.4357 -1.4201 0.3411
H -2.2928 -1.5259 -0.9479
H -0.6059 -1.3147 -1.4726
H -1.7681 0.0085 -1.6574
H -0.9272 -1.1525 1.0509
H -3.2009 -0.0927 0.9821
H -2.4831 1.3989 0.3593
H -2.0814 0.8397 1.9933
H 0.1859 1.1493 1.3566
H 0.0846 1.3409 -0.3914
H 1.5734 -0.1003 -2.0646
H 3.6016 0.1094 0.1568
H 2.6350 1.6947 0.2797
H 2.0723 0.2924 -1.5998
H 2.3359 -1.7640 0.2543
*
```

Electronic structure analysis, Mulliken charges in units of e: -1.41 0.80 -1.56 -0.79 0.30 -0.99 -0.41 0.39 0.36 0.31 0.26 0.41 0.33 0.39 0.38 0.28 0.05 0.29 0.30 0.00 0.32

---

Entry 3
Formula: C6H14O
Source: OMol25
Level of theory: the ωB97M-V functional and the def2-TZVPD basis

As for the molar mass: 102.2 g/mol. Its SMILES is C/C=C(\C)CC.O.

ORCA input file:
```
! wB97M-V def2-TZVPD RIJCOSX def2/J DEFGRID3
* xyz 0 1
C -0.2709 -1.7484 -1.7907
C -0.7660 -0.4868 -1.2374
C -0.0309 0.4080 -0.4631
C 1.3979 0.2679 -0.2912
C -0.7317 1.0472 0.6372
C -0.3771 2.5635 0.6160
H 0.7433 -1.5637 -2.2730
H -0.0652 -2.5769 -1.0093
H -0.8967 -2.0924 -2.5462
H -1.8706 -0.3413 -1.1596
H 1.9630 1.0891 -0.7144
H 1.8659 -0.6860 -0.6875
H 1.7133 0.1988 0.7674
H -0.4495 0.6278 1.6157
H -1.8158 1.0343 0.4399
H -0.7916 2.9915 1.5376
H -0.7580 2.9812 -0.2488
H 0.7351 2.7361 0.6212
O 0.5177 -2.2471 2.1748
H -0.2958 -2.7437 2.3355
H 0.1838 -1.4593 1.6759
*
```

Electronic structure analysis, Mulliken charges in units of e: -1.15 -0.32 0.66 -1.40 -0.31 -1.34 0.30 0.20 0.41 0.26 0.35 0.39 0.35 0.28 0.33 0.37 0.40 0.29 -0.67 0.30 0.29

---

On energetic grounds, entry 1 is preferred over the next structure by 29.5 kcal/mol.